[1]
C20H36HfNO2P3S | the ωB97M-V functional and the def2-TZVPD basis

```
! RIJCOSX wB97M-V def2-TZVPD def2/J DEFGRID3
* xyz 4 1
P -1.3809 2.3535 -0.0830
C -1.5008 3.6122 1.1909
H -1.8985 4.5176 0.7610
H -0.5415 3.8445 1.6362
H -2.1760 3.3002 1.9760
C -0.7995 3.3866 -1.4735
H -1.0887 2.9864 -2.4341
H 0.2861 3.4477 -1.4439
H -1.2296 4.3773 -1.3661
C -3.1089 2.0917 -0.4529
H -3.5495 3.0273 -0.7660
H -3.6215 1.7183 0.4214
H -3.2438 1.3698 -1.2333
P -1.2341 -2.5462 0.7887
C -1.3790 -2.9646 2.5351
H -1.8728 -3.9545 2.5597
H -1.9938 -2.2325 3.0896
H -0.3765 -3.0396 2.9829
C -2.9731 -2.6246 0.2402
H -2.9990 -2.6449 -0.8515
H -3.5460 -1.7643 0.6208
H -3.3397 -3.5718 0.6606
C -0.4763 -3.9875 0.0825
H -1.1861 -4.7805 0.2258
H 0.4514 -4.1902 0.5967
H -0.2735 -3.8519 -0.9570
P 2.6739 0.0746 -0.3965
C 4.1145 0.2464 0.7611
H 5.0055 0.2982 0.1440
H 4.2025 -0.6233 1.4190
H 4.0469 1.1477 1.3687
C 3.2992 -1.3530 -1.3421
H 4.3814 -1.3029 -1.4214
H 2.8879 -1.3648 -2.3370
H 3.0158 -2.2816 -0.8519
C 2.9506 1.4759 -1.4645
H 3.9439 1.4545 -1.8875
H 2.8193 2.3802 -0.8897
H 2.2364 1.4966 -2.2635
Hf -0.2401 -0.3921 -0.3113
C -1.7154 0.0530 1.3545
O -2.5510 0.2461 2.1972
C 1.1360 -1.6195 1.0032
O 1.8108 -2.2765 1.7400
C 0.3127 -1.6519 -2.5305
C 0.7702 -0.3709 -2.9292
C -0.1514 0.7098 -2.9496
C -1.4912 0.5020 -2.6376
C -1.9457 -0.7824 -2.2292
C -1.0293 -1.8702 -2.2298
H 0.9807 -2.5143 -2.7548
H 1.7155 -0.2499 -3.4679
H 0.1417 1.6386 -3.4637
H -2.2436 1.2399 -2.9592
H -3.0276 -0.9931 -2.2198
H -1.4374 -2.9038 -2.3049
S 2.5419 1.6346 3.9289
C 0.9506 2.3277 3.9705
C 0.1250 1.7143 3.1356
N 0.7121 0.7988 2.2181
C 1.8682 0.4470 2.8728
H 0.7153 3.2771 4.5688
H -0.9523 1.8989 3.1258
H 2.4782 -0.3917 2.7267
*
```

## Properties
Frontier orbital gap = 6.266 eV
Electronic energy = -2457.574980 Eh
LUMO level = -14.4 eV

[2]
C20H36IrNOSeSi2Te | the ωB97M-V functional and the def2-TZVPD basis

```
! RIJCOSX wB97M-V def2-TZVPD def2/J DEFGRID3
* xyz 3 2
Ir -0.5185 0.3356 0.7958
C -3.1687 3.8916 0.8597
C -2.6944 3.0295 2.0177
C -3.5360 3.2514 3.2862
C -2.6491 1.5613 1.7035
C -1.8903 0.6944 2.5364
C -1.9340 -0.7069 2.3507
C -2.7560 -1.2702 1.3481
C -2.9494 -2.7368 1.2347
C -3.4653 -0.3965 0.5068
C -3.4203 0.9810 0.6808
H -2.9387 4.9359 1.0612
H -4.2502 3.8208 0.7452
H -2.6941 3.6074 -0.0781
H -1.6710 3.3515 2.2747
H -4.5487 2.8824 3.1309
H -3.5836 4.3130 3.5123
H -3.1186 2.7329 4.1464
H -1.4285 1.0886 3.4354
H -1.4963 -1.3611 3.0959
H -3.0490 -3.0574 0.1983
H -3.8910 -2.9989 1.7275
H -2.1595 -3.2997 1.7245
H -4.1217 -0.8147 -0.2419
H -4.0454 1.6062 0.0634
O 1.5215 1.8413 -0.7802
C 0.5031 1.6711 -0.2871
C 4.3703 0.8827 4.7466
Si 3.8668 1.2918 2.9511
C 1.9490 1.4897 2.9620
C 4.8477 2.6884 2.1268
C 4.1382 -0.3138 1.8578
Te 3.8249 0.1496 -0.1964
C 5.8187 -0.0809 -0.8524
Si 6.1133 -1.8926 -1.5921
C 6.0927 -3.1042 -0.1189
C 7.8728 -1.8179 -2.3650
C 4.7580 -2.0817 -2.9171
H 4.1418 1.7193 5.3985
H 5.4396 0.7060 4.8039
H 3.8543 0.0098 5.1350
H 1.6835 2.5426 2.9800
H 1.5326 1.0299 3.8543
H 1.4811 1.0144 2.0772
H 4.6934 3.6384 2.6310
H 4.5828 2.8289 1.0775
H 5.9184 2.4947 2.1654
H 3.4034 -1.0531 2.1590
H 5.1377 -0.7123 1.9898
H 6.5099 0.1266 -0.0416
H 5.9778 0.6267 -1.6615
H 6.8991 -2.9065 0.5826
H 6.2253 -4.1253 -0.4641
H 5.1527 -3.0610 0.4282
H 8.6139 -1.6070 -1.6003
H 7.9074 -1.0477 -3.1289
H 8.1091 -2.7719 -2.8224
H 3.7614 -2.0754 -2.4732
H 4.8714 -3.0127 -3.4653
H 4.7971 -1.2766 -3.6486
Se 0.1785 -3.8642 -1.2740
C 0.2639 -2.3309 -0.4983
N 0.3606 -1.2617 0.0035
*
```

## Properties
Frontier orbital gap (alpha / beta) = 2.961 / 3.050 eV
Electronic energy = -4265.312623 Eh
Energy relative to the best compared isomer or geometry (same formula, charge and spin) = 0.00 kJ/mol
LUMO level (alpha / beta) = -13.3 / -13.3 eV

[3]
C20H36N2Si2V | the ωB97M-V functional and the def2-TZVPD basis

```
! RIJCOSX wB97M-V def2-TZVPD def2/J DEFGRID3
* xyz 0 4
C 1.1884 -4.1810 -1.0339
C 0.0085 -4.6610 -1.8988
H 1.9667 -3.6938 -1.6210
H 1.6492 -5.0467 -0.5456
H 0.8795 -3.4990 -0.2515
H -0.2742 -3.9898 -2.6989
H 0.2470 -5.6071 -2.3819
H -0.8727 -4.8025 -1.2626
C 2.5984 1.0102 -1.2715
C 3.3563 2.1743 -1.3381
C 2.7248 3.4079 -1.5256
C 1.3386 3.4449 -1.6967
H 3.0285 0.0058 -1.1851
H 4.4518 2.1113 -1.2378
H 3.3057 4.3323 -1.5641
H 0.8035 4.3642 -1.9522
N 1.2323 1.0441 -1.3175
C 0.6138 2.2561 -1.5818
C -0.7791 2.0824 -1.8896
N -1.2073 0.7761 -1.7352
C -2.4584 0.4308 -2.1520
C -2.8710 2.6890 -2.9230
C -3.2948 1.3579 -2.7753
H -2.7444 -0.6027 -1.9700
H -4.2676 1.0374 -3.1350
C -1.6012 3.0511 -2.4662
H -1.1838 4.0581 -2.5827
H -3.5121 3.4353 -3.3970
V 0.0824 -0.4903 -0.9730
C 0.2196 -1.6743 -2.5683
H 0.0411 -1.1390 -3.5066
H -0.6568 -2.3242 -2.3982
H 1.1131 -2.2918 -2.6387
C -1.1931 2.1788 2.3340
Si -1.6987 0.4104 1.9129
C -2.2459 -0.4220 3.5159
C -3.3073 0.5721 0.9475
C -0.3215 -0.5945 1.0482
Si 1.3052 -0.5358 2.0185
C 1.1149 -1.1029 3.8087
C 2.5354 -1.7151 1.2323
C 2.1250 1.1485 2.1370
H -2.1026 2.7182 2.6470
H -0.7693 2.7130 1.4719
H -0.4784 2.2438 3.1650
H -3.2151 0.0263 3.7803
H -2.3988 -1.4968 3.3454
H -1.5631 -0.3028 4.3670
H -3.2665 1.4320 0.2682
H -3.5235 -0.3262 0.3576
H -4.1586 0.7287 1.6286
H -0.6788 -1.6538 1.0752
H 0.5094 -2.0098 3.9084
H 2.1128 -1.3291 4.2124
H 0.6753 -0.3367 4.4561
H 3.0581 -1.3263 0.3547
H 3.2977 -1.9231 1.9952
H 2.0802 -2.6667 0.9521
H 2.2052 1.6836 1.1837
H 1.6255 1.8191 2.8453
H 3.1508 1.0013 2.5062
*
```

## Properties
Frontier orbital gap (alpha / beta) = 5.981 / 7.642 eV
Electronic energy = -2416.169858 Eh
Energy relative to the best compared isomer or geometry (same formula, charge and spin) = 25.33 kJ/mol
LUMO level (alpha / beta) = 0.2 / -0.5 eV

[4]
C20H37BrCl2IN4O3 | the ωB97M-V functional and the def2-TZVPD basis

```
! RIJCOSX wB97M-V def2-TZVPD def2/J DEFGRID3
* xyz 1 1
C -1.4205 -2.9841 -1.3687
C -1.2597 -2.9241 0.1176
Cl -1.6224 -4.3522 1.0043
C -0.8820 -1.8300 0.7310
Cl -0.7451 -1.7938 2.4656
C -0.5309 -0.5252 0.1254
N 0.1106 -0.4430 -1.1922
C 0.2998 0.8987 -1.3137
N 1.3747 1.4300 -1.7872
C 1.5513 2.8941 -1.8379
C 2.3959 3.3346 -0.5864
O 3.4662 4.1694 -0.9720
C 1.5309 3.9550 0.5094
N 1.3734 5.4021 0.3266
N -0.8348 1.5562 -0.8467
I -1.8227 1.9939 -2.6403
C -1.5393 0.6292 0.0957
C -2.9966 0.3391 -0.1823
C -3.7027 -0.2516 1.0483
C -4.1204 0.8780 2.0048
Br -5.3087 -1.1321 0.3681
H -0.4890 -2.7148 -1.8536
H -1.6741 -3.9717 -1.7257
H -2.1350 -2.2252 -1.6690
H 0.2311 -0.1402 0.8164
H 0.9393 -1.0211 -1.2998
H 2.1012 0.8007 -2.1009
H 0.5915 3.3812 -1.7582
H 2.0398 3.1841 -2.7584
H 2.8354 2.4286 -0.1585
H 4.2290 3.5897 -1.0948
H 0.5747 3.4344 0.5930
H 2.0559 3.7951 1.4456
H 0.5410 5.5848 -0.2258
H 1.1768 5.7936 1.2416
H -1.5032 1.0962 1.0812
H -3.0617 -0.3565 -1.0180
H -3.5553 1.2274 -0.4456
H -3.0650 -0.9311 1.5962
H -5.0505 0.5868 2.4762
H -3.3631 1.0630 2.7621
H -4.3256 1.7991 1.4650
C 1.2227 -5.3127 -5.1355
C 2.6352 -5.2478 -4.5647
C 2.6400 -3.8828 -3.8948
O 1.2942 -3.6343 -3.4617
C 0.4175 -4.6075 -4.0566
H 0.8735 -6.3250 -5.3288
H 1.1723 -4.7500 -6.0703
H 2.7710 -6.0328 -3.8178
H 3.4171 -5.3532 -5.3142
H 2.9224 -3.0949 -4.6014
H 3.3114 -3.8365 -3.0362
H 0.1063 -5.3056 -3.2723
H -0.4686 -4.1059 -4.4480
C 0.6320 0.8477 4.7263
C -0.3965 1.4702 5.6620
C -0.0192 2.9436 5.5973
O 0.5205 3.1676 4.2850
C 0.7608 1.9149 3.6512
H 0.3359 -0.1195 4.3258
H 1.5834 0.7234 5.2479
H -1.4031 1.3234 5.2610
H -0.3725 1.0679 6.6727
H 0.7537 3.1899 6.3310
H -0.8701 3.6057 5.7559
H 0.0021 1.7774 2.8647
H 1.7478 1.9282 3.1830
*
```

## Properties
Frontier orbital gap = 7.353 eV
Electronic energy = -5020.786774 Eh
LUMO level = -4.5 eV

[5]
C20H37Cl4Cs2F5I2NNaO8PS | the ωB97M-V functional and the def2-TZVPD basis

```
! RIJCOSX wB97M-V def2-TZVPD def2/J DEFGRID3
* xyz 1 1
C 3.2902 2.3009 2.6235
C 3.5563 0.9590 2.0457
I 4.5957 0.9997 0.1844
C 3.1959 -0.1541 2.5977
I 2.2166 -0.1770 4.4778
N 3.4718 -1.3800 1.8901
C 4.6085 -1.9464 2.0588
S 4.7563 -3.4077 1.0490
C 3.4300 -2.7166 -0.0169
F 3.8911 -1.9442 -1.1558
C 2.5315 -2.0225 0.9839
C 1.6563 -3.1434 1.5338
C 0.7508 -2.5461 2.5507
O -0.0544 -1.6254 1.8618
C -1.3446 -2.0839 1.6479
C -2.1431 -1.0715 0.7952
F -2.5693 -1.5860 -0.3577
F -3.2542 -0.7362 1.4437
F -1.4434 -0.0281 0.5558
H 2.8089 2.8876 1.8344
H 2.5934 2.2841 3.4439
H 4.2031 2.8392 2.8519
H 5.4332 -1.6515 2.6707
H 2.7862 -3.5495 -0.4348
H 1.9298 -1.1883 0.6025
H 2.1682 -4.0163 1.9288
H 1.0331 -3.5225 0.7182
H 0.0941 -3.3238 2.9536
H 1.2719 -2.1457 3.4075
H -1.8638 -2.2218 2.5933
H -1.3352 -3.0242 1.0861
O 5.9243 -3.2056 -2.7067
H 5.3433 -2.6474 -2.1523
H 5.4081 -3.3596 -3.5092
O -0.7186 6.7235 -1.7938
P -0.4930 5.9017 -0.5899
O -2.0600 5.7110 -0.0865
C -3.1111 5.4423 -1.0104
C -3.2830 3.9576 -1.2723
O -0.0212 7.1163 0.4747
C 0.4150 8.3976 0.0011
C -0.7461 9.3659 -0.0518
O 0.0046 4.8673 0.5597
C -0.4001 3.4661 0.5431
C 0.1052 2.7162 -0.6517
H -2.9650 5.9745 -1.9512
H -4.0276 5.8337 -0.5634
H -2.3771 3.5261 -1.7020
H -4.1060 3.7897 -1.9694
H -3.5042 3.4204 -0.3500
H 0.9115 8.3121 -0.9629
H 1.1680 8.7728 0.7134
H -1.5872 8.9472 -0.5979
H -0.4469 10.3000 -0.5281
H -1.1020 9.5915 0.9558
H -1.4863 3.3947 0.6364
H 0.0153 3.0167 1.4422
H -0.1916 3.2288 -1.5851
H -0.2912 1.6628 -0.6797
H 1.1835 2.6608 -0.6459
F 1.3452 1.2805 1.5581
Na 1.5115 7.1894 2.0134
Cl 0.7150 -0.0434 -0.4440
C -4.7321 -4.8022 -1.4146
C -3.9852 -6.0580 -1.7807
O -4.2706 -7.1258 -1.3052
C -2.8512 -5.9302 -2.7769
H -5.5110 -5.0434 -0.6971
H -4.0508 -4.0782 -0.9628
H -5.1948 -4.3709 -2.3034
H -2.0849 -5.2604 -2.3825
H -3.2289 -5.5490 -3.7266
H -2.4073 -6.9096 -2.9444
Cs 5.2251 -4.9603 -2.1341
O 2.8363 4.2858 -1.0640
H 2.1235 4.2923 -0.4209
Cs 1.2064 -2.7979 -2.8386
C -3.3040 -10.2971 -1.3500
Cl -4.0884 -10.8646 -2.8237
Cl -4.1178 -10.9358 0.0746
Cl -1.5900 -10.7466 -1.3439
H -3.3715 -9.2170 -1.3250
*
```

## Properties
Frontier orbital gap = 2.067 eV
Electronic energy = -5317.859711 Eh
Energy relative to the best compared isomer or geometry (same formula, charge and spin) = 0.00 kJ/mol
LUMO level = -4.6 eV

[6]
C20H37I2N3O14P | the ωB97M-V functional and the def2-TZVPD basis

```
! RIJCOSX wB97M-V def2-TZVPD def2/J DEFGRID3
* xyz -1 1
C -2.5884 -2.7249 1.0236
C -2.2672 -1.1548 0.8845
N -0.8128 -1.0366 0.7470
C -0.3821 0.1843 -0.0062
C -1.3276 1.3358 0.6372
O -2.2784 1.8399 0.0204
O -1.0547 1.7055 1.8449
C -0.6969 -0.0365 -1.5157
I -1.2114 -1.9724 -2.3893
C -0.6377 0.9949 -2.4154
C -0.2531 2.4474 -2.0594
I -1.0490 0.7189 -4.5416
N 0.9875 0.4638 0.4267
C 2.0486 0.7683 -0.5157
C 2.6469 2.2605 -0.3946
C 2.2769 2.9853 0.9519
C 2.3512 4.5379 0.6767
O 2.9191 5.3133 1.3930
O 1.6815 5.0969 -0.4397
P 1.4939 -0.3429 1.8971
N 2.9654 0.3888 2.5113
O 2.0067 -1.9475 1.4947
H -1.7166 -3.2900 1.4281
H -3.4783 -2.7960 1.7091
H -2.9408 -3.0895 0.0283
H -2.6367 -0.7125 1.8478
H -2.8606 -0.8164 -0.0028
H -0.3607 -1.8724 0.3827
H 0.0497 2.6211 -1.0056
H 0.5984 2.7364 -2.7407
H -1.1146 3.1261 -2.2784
H 1.8896 0.6056 -1.6056
H 2.9379 0.1160 -0.2531
H 3.7710 2.2305 -0.4656
H 2.3187 2.8325 -1.3035
H 3.0814 2.7654 1.6860
H 1.2358 2.8006 1.3244
H 2.1690 4.8874 -1.2524
H 3.4891 -0.3564 2.9790
H 2.7567 1.1469 3.1559
H 2.1292 -1.9879 0.5249
C -1.5036 -7.6802 -1.1182
O -2.6167 -8.3702 -0.5491
C -3.4677 -7.5782 0.1146
O -3.3616 -6.3902 0.2549
O -4.4579 -8.3420 0.5950
C -5.4445 -7.6201 1.3307
H -0.8861 -8.4178 -1.6281
H -1.8395 -6.9433 -1.8482
H -0.9063 -7.2048 -0.3398
H -5.9339 -6.8808 0.6960
H -5.0004 -7.1422 2.2044
H -6.1914 -8.3366 1.6687
C -1.1360 3.5157 -8.9669
O -2.1510 4.4720 -8.6664
C -1.9955 5.0796 -7.4831
O -1.1049 4.8825 -6.7010
O -3.0049 5.9433 -7.3240
C -2.9653 6.6657 -6.0931
H -1.3642 3.0905 -9.9429
H -0.1576 3.9949 -9.0164
H -1.1334 2.7123 -8.2294
H -2.0590 7.2687 -6.0296
H -3.0338 5.9847 -5.2445
H -3.8270 7.3308 -6.0750
C 4.4864 -2.5057 6.9846
O 4.2776 -1.3203 7.7510
C 3.9517 -0.2473 7.0192
O 3.8307 -0.2193 5.8238
O 3.7838 0.7870 7.8496
C 3.4288 2.0074 7.1968
H 4.7432 -3.3043 7.6787
H 3.5766 -2.7861 6.4530
H 5.3136 -2.3722 6.2865
H 2.4779 1.9020 6.6739
H 4.2143 2.3177 6.5070
H 3.3198 2.7709 7.9649
*
```

## Properties
Frontier orbital gap = 6.123 eV
Electronic energy = -2938.678157 Eh
LUMO level = 1.9 eV

[7]
C20H37IO6 | the ωB97M-V functional and the def2-TZVPD basis

```
! RIJCOSX wB97M-V def2-TZVPD def2/J DEFGRID3
* xyz 0 1
C -0.5849 -1.4902 -0.1830
C -1.3377 -0.3833 -0.4174
C -0.7241 0.9452 -0.7780
C -1.2729 1.9698 0.1877
O -2.3872 2.4457 0.0149
O -0.5651 2.3173 1.2919
C 0.8505 2.4435 1.1740
C 1.6960 1.3475 1.8871
I 0.4783 0.2919 3.3362
C 2.3345 0.3185 0.9685
C 3.0417 0.9180 -0.2726
H -0.7100 -1.9660 0.7818
H 0.1201 -1.8718 -0.9078
H -2.4150 -0.4337 -0.3195
H 0.3526 0.8591 -0.8077
H -1.0378 1.2587 -1.7715
H 1.1420 2.5707 0.1406
H 1.0791 3.3738 1.6791
H 2.4591 1.8481 2.4668
H 3.0577 -0.2780 1.5095
H 1.5621 -0.3672 0.6353
H 2.5602 0.5238 -1.1616
H 4.0746 0.6021 -0.2936
H 2.9954 1.9962 -0.3161
C -2.5497 0.4161 7.1072
C -1.2770 -0.3955 7.1087
C -0.2707 -0.0853 8.1904
O -1.0719 -1.2507 6.2821
H -3.1818 0.0964 6.2827
H -3.0866 0.2721 8.0462
H -2.3171 1.4753 6.9875
H -0.7148 -0.2496 9.1734
H 0.0515 0.9541 8.1133
H 0.5938 -0.7347 8.0771
C 4.4187 1.9711 -3.7861
C 5.0643 3.0337 -2.9293
C 5.6715 4.2136 -3.6496
O 5.0939 2.9441 -1.7255
H 4.0239 1.1826 -3.1502
H 3.6024 2.4033 -4.3670
H 5.1540 1.5433 -4.4690
H 4.9055 4.7354 -4.2251
H 6.4567 3.8747 -4.3269
H 6.0999 4.8998 -2.9234
C -3.5905 0.8498 -5.4046
C -3.5667 0.7571 -3.8981
C -4.8172 1.1753 -3.1656
O -2.5904 0.3669 -3.3037
H -2.6339 0.5212 -5.8034
H -4.3812 0.2143 -5.8056
H -3.7710 1.8806 -5.7127
H -5.6581 0.5527 -3.4756
H -5.0464 2.2192 -3.3839
H -4.6643 1.0640 -2.0948
C -2.1869 -5.2843 -1.2345
C -0.8966 -6.0630 -1.1526
C -0.5462 -6.6576 0.1907
O -0.1784 -6.2030 -2.1127
H -2.3197 -4.9103 -2.2466
H -3.0308 -5.9273 -0.9796
H -2.1554 -4.4387 -0.5448
H -1.3235 -7.3555 0.5054
H -0.4542 -5.8669 0.9369
H 0.3996 -7.1885 0.1160
*
```

## Properties
Frontier orbital gap = 8.759 eV
Electronic energy = -1533.287008 Eh
LUMO level = 0.6 eV

Question: Among the records above, which one has the highest electronic energy?
Answer: C20H37IO6

Question: What is the electronic energy in the first record?
Answer: -2457.574980 Eh

Question: The highest electronic energy belongs to which entry?
Answer: C20H37IO6